1.
The following is a quantum chemistry calculation of a molecular structure, C43H39FeN6O3S2, from the Open Molecules 2025 dataset.

Energy above the lowest of the compared OMol25 structures with the same formula, charge and spin (kcal per mole): 3.0
Multiplicity: 2
Strongest force on any atom (eV Å⁻¹): 0.6
HOMO level (spin up / spin down) (eV): -7.791 / -7.789

Last column: Mulliken spin population.
Element x y z (Å)
Fe1 -1.098 0.273 0.846  1.13
C1 -4.812 0.082 -1.167  0.00
C2 -3.457 0.410 -0.642  -0.08
N1 -2.896 -0.170 0.357  -0.02
N2 -3.502 -1.151 1.089  0.00
C3 -2.643 -1.563 2.007  -0.02
O1 -1.459 -1.083 2.152  -0.03
C4 -3.058 -2.670 2.903  0.00
C5 -4.355 -3.178 2.862  0.00
C6 -4.715 -4.221 3.697  0.00
C7 -3.784 -4.765 4.572  0.00
C8 -2.491 -4.262 4.614  0.00
C9 -2.127 -3.215 3.783  0.00
C10 -2.616 1.478 -1.202  0.10
C11 -3.003 2.296 -2.254  0.00
C12 -2.151 3.312 -2.652  0.00
C13 -0.948 3.489 -1.987  0.02
C14 -0.623 2.624 -0.955  0.00
N3 -1.431 1.643 -0.581  -0.01
H1 -5.200 -0.791 -0.649  0.00
H2 -4.765 -0.122 -2.237  0.00
H3 -5.496 0.918 -1.016  0.00
H4 -5.067 -2.746 2.174  0.00
H5 -5.723 -4.613 3.666  0.00
H6 -4.067 -5.582 5.221  0.00
H7 -1.766 -4.686 5.295  0.00
H8 -1.125 -2.809 3.803  0.00
H9 -3.953 2.135 -2.743  0.00
H10 -2.424 3.962 -3.472  0.00
H11 -0.250 4.263 -2.270  0.00
H12 0.310 2.695 -0.421  0.00
C15 5.078 -3.770 0.914  0.00
C16 3.647 -3.287 0.679  0.01
C17 3.406 -3.196 -0.832  0.00
C18 2.682 -4.314 1.286  0.00
C19 3.393 -1.919 1.313  -0.05
C20 4.390 -1.220 2.011  0.00
C21 4.147 0.002 2.609  0.00
C22 2.878 0.546 2.495  0.00
S1 2.250 2.009 3.191  0.00
C23 0.729 1.670 2.462  0.00
N4 0.683 0.590 1.733  0.03
C24 1.884 -0.105 1.763  -0.04
C25 2.136 -1.344 1.193  0.06
C26 -0.524 2.389 2.656  0.02
C27 -0.676 3.531 3.434  0.00
C28 -1.943 4.056 3.617  0.01
C29 -3.037 3.429 3.031  -0.01
C30 -2.869 2.294 2.245  0.01
C31 -1.606 1.753 2.036  -0.10
H13 5.207 -4.751 0.453  0.00
H14 5.302 -3.870 1.977  0.00
H15 5.809 -3.095 0.466  0.00
H16 3.603 -4.162 -1.302  0.00
H17 4.048 -2.444 -1.290  0.00
H18 2.378 -2.920 -1.053  0.00
H19 2.859 -5.298 0.846  0.00
H20 1.642 -4.047 1.098  0.00
H21 2.822 -4.390 2.366  0.00
H22 5.381 -1.641 2.098  0.00
H23 4.928 0.513 3.153  0.00
H24 1.335 -1.846 0.669  0.00
H25 0.185 3.996 3.902  0.00
H26 -2.084 4.941 4.223  0.00
H27 -4.031 3.828 3.189  0.00
H28 -3.745 1.832 1.804  0.00
C32 0.945 5.383 -5.616  0.00
C33 1.326 4.336 -4.606  0.00
C34 1.124 2.983 -4.864  0.00
C35 1.468 2.018 -3.930  0.00
C36 2.013 2.400 -2.714  0.00
C37 2.219 3.743 -2.437  -0.01
C38 1.881 4.700 -3.383  0.01
S2 2.454 1.161 -1.510  0.00
O2 2.977 1.895 -0.384  0.00
O3 3.342 0.237 -2.182  0.00
N5 1.065 0.535 -1.078  0.00
C39 0.548 -0.632 -1.484  -0.01
C40 0.886 -1.389 -2.636  0.00
C41 0.227 -2.557 -2.905  0.00
C42 -0.784 -3.008 -2.047  0.00
C43 -1.089 -2.219 -0.968  -0.01
N6 -0.462 -1.068 -0.687  -0.01
H29 0.784 4.943 -6.599  0.00
H30 1.721 6.142 -5.706  0.00
H31 0.024 5.892 -5.325  0.00
H32 0.704 2.679 -5.816  0.00
H33 1.318 0.968 -4.150  0.00
H34 2.658 4.020 -1.489  0.00
H35 2.060 5.748 -3.170  0.00
H36 1.683 -1.040 -3.271  0.00
H37 0.495 -3.133 -3.782  0.00
H38 -1.313 -3.933 -2.213  0.00
H39 -1.865 -2.517 -0.275  0.00


2.
The following is a quantum chemistry calculation of 2 unconnected molecules or ions with the total composition C9H19O3S, from the Open Molecules 2025 dataset.

Energy above the lowest of the compared OMol25 structures with the same formula, charge and spin (kcal per mole): 0.0
Strongest force on any atom (eV Å⁻¹): 3.1
Total charge: -1
HOMO level (eV): -3.940

Last column: natural (NBO) charge in e.
Element x y z (Å)
C1 0.513 1.455 -2.178  -0.61
C2 0.151 0.975 2.173  -0.62
C3 -1.717 1.691 0.662  -0.61
C4 0.545 -2.471 -0.394  -0.61
C5 -1.739 -1.797 0.348  -0.61
C6 -0.162 0.194 -1.644  -0.49
C7 -0.263 1.188 0.717  -0.31
C8 -0.250 -1.404 0.366  -0.30
C9 0.013 -0.015 -0.162  0.05
O1 3.005 -0.541 -1.103  -1.02
O2 2.733 1.532 0.198  -1.02
O3 2.722 -0.656 1.341  -1.02
S1 2.454 0.093 0.104  2.26
H1 0.005 2.357 -1.841  0.18
H2 0.503 1.450 -3.268  0.19
H3 1.542 1.482 -1.835  0.25
H4 -0.554 0.336 2.703  0.18
H5 1.139 0.526 2.206  0.26
H6 0.191 1.934 2.688  0.19
H7 -2.397 0.972 1.115  0.19
H8 -2.033 1.864 -0.364  0.20
H9 -1.808 2.630 1.210  0.20
H10 0.103 -2.671 -1.370  0.18
H11 0.547 -3.403 0.169  0.19
H12 1.568 -2.140 -0.531  0.26
H13 -2.336 -1.131 0.966  0.19
H14 -2.127 -1.762 -0.669  0.19
H15 -1.863 -2.812 0.726  0.20
H16 0.277 -0.656 -2.167  0.22
H17 -1.233 0.222 -1.908  0.18
H18 0.375 1.991 0.335  0.24
H19 0.096 -1.432 1.403  0.22